Entry 1:
Entry from the OMol25 dataset: a molecular structure, C8H12IrN7O4 (ωB97M-V with the def2-TZVPD basis set).

As for the HOMO-LUMO gap: 0.2326 hartree. For the LUMO energy, the calculation gives -1.4446 eV. For the HOMO energy, the calculation gives -7.7728 eV. Its spin multiplicity is 1. The net charge is 0.

Last column: natural (NBO) charge in e.
CARTESIAN COORDINATES (ANGSTROEM)
Ir  -0.085  0.563  0.475  1.262
N  -1.790  0.927  2.067  -0.750
C  -2.286  -0.372  2.534  -0.313
C  -1.129  -1.349  2.608  0.615
O  -0.989  -2.101  3.554  -0.615
N  -0.336  -1.273  1.515  -0.602
C  0.885  -1.967  1.537  -0.383
C  2.058  -0.902  2.026  0.792
O  3.053  -1.438  2.459  -0.631
O  1.707  0.298  1.842  -0.690
H  -1.269  1.385  2.809  0.413
H  -2.564  1.532  1.820  0.389
H  -3.016  -0.753  1.819  0.206
H  -2.760  -0.316  3.514  0.225
H  1.248  -2.211  0.539  0.214
H  0.931  -2.800  2.231  0.246
N  -2.542  -0.089  -1.720  -0.640
N  -1.795  0.974  -1.138  -0.606
H  -3.356  0.256  -2.215  0.352
H  -2.834  -0.719  -0.987  0.364
H  -2.375  1.701  -0.727  0.362
H  -1.244  1.400  -1.876  0.395
N  2.360  -0.723  -3.107  -0.787
C  1.789  0.037  -2.155  0.694
O  1.097  -0.511  -1.262  -0.673
C  1.991  1.471  -2.252  -0.581
C  1.343  2.142  -1.245  0.522
N  0.643  2.360  -0.341  -0.555
C  2.736  2.049  -3.291  0.275
N  3.323  2.477  -4.187  -0.335
H  2.968  -0.328  -3.803  0.421
H  2.238  -1.718  -3.046  0.416

Entry 2:
Entry from the OMol25 dataset: 3 unconnected molecules or ions with the total composition C2H7O4 (ωB97M-V with the def2-TZVPD basis set).

As for the HOMO-LUMO gap: 0.2555 hartree. For the LUMO energy, the calculation gives 2.9835 eV. For the HOMO energy, the calculation gives -3.9688 eV. Its spin multiplicity is 1. The net charge is -1.

Last column: natural (NBO) charge in e.
CARTESIAN COORDINATES (ANGSTROEM)
O  0.678  -0.629  -0.864  -0.780
C  0.763  0.141  0.107  0.750
O  1.780  0.789  0.470  -0.819
C  -0.451  0.363  0.996  -0.732
H  -0.330  0.971  1.888  0.195
H  -1.296  0.759  0.423  0.194
H  -0.919  -0.573  1.291  0.193
H  3.233  1.249  3.027  0.490
H  3.271  2.735  2.797  0.472
O  3.320  2.081  3.504  -0.963
H  -5.552  -1.946  -3.610  0.469
H  -4.354  -2.893  -3.668  0.476
O  -5.198  -2.704  -4.079  -0.945

Entry 3:
Entry from the OMol25 dataset: a molecular structure, C16H22Cl3N5O2Ru (ωB97M-V with the def2-TZVPD basis set).

As for the HOMO-LUMO gap (spin up / spin down): 0.3108 / 0.2438 hartree. For the LUMO energy (spin up / spin down), the calculation gives -7.4683 / -9.4545 eV. For the HOMO energy (spin up / spin down), the calculation gives -15.9251 / -16.0887 eV. Its spin multiplicity is 5. The net charge is +2.

Last column: natural (NBO) charge in e.
CARTESIAN COORDINATES (ANGSTROEM)
Ru  1.507  -0.236  -0.121  1.593
C  3.072  -0.316  2.387  -0.443
N  1.647  -0.084  1.996  -0.406
C  0.791  -1.136  2.607  -0.443
C  1.219  1.297  2.387  -0.254
C  1.710  2.226  1.322  -0.077
C  1.944  3.581  1.465  -0.178
C  2.390  4.322  0.371  -0.115
C  2.625  3.728  -0.865  -0.181
C  2.420  2.367  -1.042  -0.231
C  1.941  1.661  0.061  -0.050
H  3.138  -0.300  3.476  0.235
H  3.694  0.474  1.970  0.235
H  3.394  -1.287  2.018  0.245
H  0.906  -1.108  3.692  0.243
H  1.114  -2.113  2.246  0.243
H  -0.249  -0.957  2.343  0.229
H  1.620  1.527  3.377  0.247
H  0.130  1.305  2.453  0.243
H  1.796  4.066  2.421  0.250
H  2.574  5.381  0.493  0.254
H  2.989  4.323  -1.692  0.258
H  2.630  1.887  -1.989  0.265
Cl  5.628  -1.826  -1.537  0.092
C  4.100  -2.532  -2.110  -0.240
Cl  3.876  -2.251  -3.826  0.117
Cl  4.005  -4.232  -1.717  0.126
C  3.054  -1.756  -1.324  0.755
O  2.564  -2.153  -0.243  -0.632
O  2.669  -0.587  -1.731  -0.626
C  -5.145  -0.500  0.034  -0.620
C  -4.854  -1.088  -1.342  -0.234
C  -4.490  -2.566  -1.266  -0.614
C  -3.805  -0.279  -2.104  -0.212
N  -2.501  -0.232  -1.395  -0.122
C  -2.091  0.590  -0.422  0.212
N  -0.879  0.216  -0.069  -0.360
N  -0.592  -0.844  -0.851  -0.172
N  -1.552  -1.124  -1.647  0.051
H  -6.007  -0.995  0.476  0.252
H  -5.372  0.568  -0.009  0.215
H  -4.310  -0.658  0.724  0.189
H  -5.749  -0.977  -1.962  0.241
H  -3.541  -2.723  -0.746  0.195
H  -4.411  -3.014  -2.257  0.230
H  -5.251  -3.112  -0.710  0.241
H  -4.106  0.760  -2.232  0.235
H  -3.580  -0.708  -3.079  0.253
H  -2.664  1.413  -0.029  0.266

Entry 4:
Entry from the OMol25 dataset: a molecular structure, C29H37BaN10O3PS3 (ωB97M-V with the def2-TZVPD basis set).

As for the HOMO-LUMO gap (spin up / spin down): 0.1626 / 0.1716 hartree. For the LUMO energy (spin up / spin down), the calculation gives -0.5992 / -0.6497 eV. For the HOMO energy (spin up / spin down), the calculation gives -5.0226 / -5.3193 eV. Its spin multiplicity is 1. The net charge is 0.

Last column: Mulliken charge in e.
CARTESIAN COORDINATES (ANGSTROEM)
Ba  2.209  -2.218  -2.011  1.568
C  5.015  -6.485  1.070  -0.946
C  4.840  -5.438  -0.009  -0.304
O  3.477  -4.958  -0.059  -0.255
P  3.018  -3.636  0.719  0.104
S  1.062  -3.492  0.460  -0.359
S  4.194  -2.108  0.265  -0.312
O  3.298  -4.077  2.242  -0.316
C  3.021  -3.149  3.301  -0.184
C  3.986  -3.414  4.435  -1.354
H  6.041  -6.854  1.058  0.382
H  4.337  -7.321  0.898  0.279
H  4.802  -6.061  2.048  0.185
H  5.035  -5.862  -0.993  0.334
H  5.517  -4.594  0.140  0.315
H  1.986  -3.289  3.620  0.305
H  3.132  -2.126  2.931  0.223
H  3.936  -4.465  4.721  0.308
H  3.730  -2.800  5.298  0.412
H  5.005  -3.187  4.123  0.289
C  -3.885  -3.224  -0.323  -1.219
N  -3.066  -2.910  -1.459  0.966
C  -1.743  -2.827  -1.456  -0.438
N  -1.308  -2.341  -2.595  -0.225
C  -2.458  -2.183  -3.310  -0.183
N  -3.550  -2.495  -2.644  -0.935
C  -4.128  -2.034  0.575  1.004
C  -4.855  -2.279  1.731  -0.913
C  -5.107  -1.249  2.624  -0.728
C  -4.624  0.014  2.386  -1.205
C  -3.883  0.296  1.218  -0.596
C  -3.648  -0.750  0.298  0.594
C  -3.383  1.640  1.093  0.698
N  -3.491  2.528  2.052  -0.511
N  -2.842  3.626  1.706  -0.732
C  -2.322  3.450  0.497  0.224
O  -2.622  2.149  0.020  -0.567
C  -1.428  4.358  -0.134  0.843
C  -1.133  5.549  0.587  -1.252
C  -0.216  6.445  0.110  -0.771
C  0.447  6.218  -1.094  -0.959
C  0.157  5.083  -1.845  1.335
C  0.879  4.979  -3.172  -1.346
N  0.652  3.764  -3.906  0.808
C  1.410  2.666  -4.010  0.034
N  0.789  1.758  -4.739  -0.561
C  -0.369  2.384  -5.069  -0.201
N  -0.496  3.594  -4.582  -0.872
C  -0.765  4.142  -1.380  0.056
H  -3.371  -3.995  0.253  0.392
H  -4.823  -3.637  -0.693  0.361
H  -1.132  -3.116  -0.615  0.378
H  -2.488  -1.814  -4.318  0.472
H  -5.227  -3.278  1.930  0.455
H  -5.685  -1.446  3.518  0.393
H  -4.808  0.823  3.078  0.557
H  -3.095  -0.541  -0.611  0.744
H  -1.660  5.726  1.513  0.560
H  -0.005  7.348  0.669  0.403
H  1.168  6.937  -1.465  0.450
H  1.952  5.080  -3.009  0.459
H  0.550  5.795  -3.816  0.367
H  2.393  2.555  -3.574  0.366
H  -1.129  1.950  -5.690  0.453
H  -1.036  3.284  -1.985  0.578
S  4.931  0.881  -2.105  -0.330
C  3.406  0.587  -2.396  -0.500
N  -0.917  2.128  0.673  -0.621
C  0.543  2.442  0.564  -0.112
C  1.234  1.244  -0.095  -0.592
N  1.009  -0.009  0.628  -0.087
C  -0.419  -0.258  0.814  -1.182
C  -1.144  0.902  1.495  0.508
H  -1.285  1.950  -0.269  0.510
H  -1.468  2.929  1.009  0.260
H  0.923  2.607  1.573  0.363
H  0.662  3.354  -0.017  -0.177
H  2.302  1.429  -0.184  0.269
H  0.842  1.129  -1.109  0.420
H  1.501  -0.013  1.514  0.342
H  -0.559  -1.172  1.390  0.687
H  -0.867  -0.425  -0.174  0.228
H  -0.740  1.088  2.490  0.349
H  -2.216  0.720  1.580  -0.747